16
Properties=species:S:1:pos:R:3:forces:R:3:lowdin_spin:R:1 method="wB97M-V/def2-TZVPD" total_charge=+2 total_energy_ev=-23328.2461 e_lumo_ha="-0.34247 / -0.34765" multiplicity=3 homo_lumo_gap_ha="0.2702 / 0.3197"
C 2.32963 0.13505 -1.45119 3.3 -3.0 2.4 0.00
O 2.65267 0.47667 -0.27179 -1.9 0.9 -1.4 0.00
H 0.19274 0.53737 -1.51149 -3.0 0.9 1.9 0.00
H 3.05518 0.31576 -2.26216 -0.8 1.3 -0.2 0.00
H 1.88755 -0.87794 -1.50757 -1.1 0.8 -0.4 0.00
O -0.33588 1.65711 0.32052 2.9 0.2 2.7 -0.01
C -0.84027 0.91972 -0.68413 1.3 -1.6 -2.9 0.01
C -1.53398 -0.31659 -0.12161 -0.4 0.2 -1.1 0.01
O -0.59757 -1.05122 0.66786 0.8 -0.2 0.9 0.25
C -0.68888 -1.01699 2.01141 0.3 0.7 -0.5 0.48
Ce 1.29263 1.03786 1.64113 -1.9 0.3 -1.8 1.20
H -1.56607 1.46468 -1.31603 0.6 -0.1 0.1 0.00
H -1.83196 -0.98033 -0.94431 -0.1 0.1 0.4 0.00
H -2.40586 -0.01767 0.48005 0.3 -0.1 -0.1 0.00
H -0.03242 -1.73641 2.50458 -0.4 0.0 0.0 0.04
H -1.57752 -0.54706 2.44475 0.2 -0.4 0.1 0.03